Entry from the Open Molecules 2025 dataset: one molecule with the formula C4H6O2 (ωB97M-V with the def2-TZVPD basis set).

Net charge   0
Kohn-Sham gap   0.396 Eh
Highest occupied orbital energy   -9.92 eV
Energy relative to the best compared isomer or geometry (same formula, charge and spin)   159.6 kJ/mol

Cartesian coordinates (Å):
O 0.165 0.891 1.841
C -0.335 1.290 0.806
C -0.488 0.443 -0.392
C -0.617 -1.050 -0.075
C 0.595 -0.569 -0.765
O 1.838 -0.545 -0.162
H -0.710 2.330 0.746
H -1.023 0.885 -1.225
H -1.394 -1.628 -0.564
H -0.466 -1.274 0.977
H 0.673 -0.764 -1.832
H 1.762 -0.009 0.645

These are the Mulliken partial charges, in e, on atoms 1 to 4: O -0.535; C -0.168; C -0.109; C -0.537